ORCA calculation (ωB97M-V with the def2-TZVPD basis set) on a 2-piece molecular cluster, C6H14N3O4 overall at a distorted geometry.

```
27
Properties=species:S:1:pos:R:3:forces:R:3
C 3.0379 1.7182 0.6111 -1.974 -0.203 -2.526
C 2.8975 1.0504 -0.7973 -4.923 2.533 2.454
C 1.5304 0.3041 -0.9463 0.273 2.431 4.177
C 1.5544 -1.0139 -0.2017 0.123 -0.207 1.799
C 0.1790 -1.6681 -0.1992 -1.639 -0.635 -1.798
C -0.8207 -1.2484 0.9348 4.814 -1.368 0.865
N -2.0496 0.2374 -0.2002 0.738 -1.712 -0.010
N -2.1414 1.6656 -0.5055 -2.649 -0.522 1.395
N -3.0713 1.0807 0.2107 1.177 2.882 -0.345
O -3.9248 1.2867 1.0478 0.836 -0.658 -0.977
O -5.7991 -0.9762 0.0880 -2.754 -0.955 0.655
O -1.0952 0.0852 0.9036 -2.083 1.737 -0.652
O -5.2224 -0.7999 -1.1845 1.553 0.581 -0.655
H 2.1813 2.0710 1.1507 -1.045 -0.027 -0.316
H 3.5174 1.1042 1.2380 2.040 -2.313 2.480
H 3.6058 2.5385 0.4064 1.921 2.453 0.055
H 3.6733 0.4217 -0.8988 2.843 -2.192 -0.882
H 2.8823 1.8827 -1.4776 0.362 0.051 -0.760
H 1.4630 0.1823 -1.9478 -0.996 -0.902 -3.213
H 0.6361 0.9760 -0.5483 1.976 -1.264 -1.003
H 1.9824 -0.9938 0.8888 -1.121 0.698 -1.508
H 2.3542 -1.5880 -0.6238 0.160 -0.909 -0.845
H 0.1254 -2.7787 -0.2538 0.747 0.427 0.572
H -0.4066 -1.4919 -1.2178 1.255 0.281 1.893
H -1.5577 -1.9732 0.7131 -1.898 -0.125 0.856
H -0.2752 -1.3133 1.9785 -1.230 -0.663 -1.842
H -5.2566 -0.7591 0.8313 1.494 0.580 0.131
```
Forces are in eV/Å.

Net charge: -1
ΔE to the lowest compared entry with this formula, charge and spin (kcal per mole): 23.73
Strongest force on any atom (eV/A): 6.06